Molecular formula: C6H7Cl2NO4PrYb
Method: DFT, ωB97M-V with the def2-TZVPD basis set

Output
E_LUMO (alpha / beta): -15.63 / -14.95 eV
E_tot: -3183.05494 Ha
HOMO (alpha / beta): -0.7708 / -0.7708 hartree
Total charge: +4
Expectation value of S²: 3.757
2S+1: 4

Geometry (Å):
C (0.56, -1.02, -8.45)
Cl (1.77, -0.77, -0.23)
N (0.74, 2.51, 3.13)
Pr (0.22, 0.93, -6.86)
H (0.78, 1.59, 5.05)
O (0.67, -1.78, -9.30)
H (0.85, 4.28, 1.96)
C (0.74, 1.52, 2.25)
C (1.32, 2.33, 4.46)
C (-0.81, -1.22, 1.01)
O (-0.54, 1.34, -10.23)
H (-0.79, 3.88, 2.60)
Cl (-0.78, 3.25, -6.82)
H (1.27, 3.30, 4.97)
C (0.29, 3.87, 2.81)
Yb (-0.20, 0.54, -0.64)
O (-0.85, -1.90, 1.95)
H (2.37, 2.02, 4.40)
H (1.16, 0.54, 2.57)
H (0.49, 4.46, 3.72)
C (-0.34, 1.37, -9.09)
O (0.28, 1.63, 1.07)

Löwdin population analysis, charges in e, atoms 1 to 8:
1 C -0.010
2 Cl 0.072
3 N -0.115
4 Pr 1.312
5 H 0.122
6 O 0.279
7 H 0.115
8 C -0.225